[1]
Computed, not measured: one molecule with the formula C3HClFNO in a non-equilibrium geometry, with ωB97M-V with the def2-TZVPD basis set.

Values from the calculation:
Total charge: 0
Lowest unoccupied orbital energy (eV): 0.7
SMILES: Fc1cnc(Cl)o1
Energy relative to the best compared isomer or geometry (same formula, charge and spin) (kJ/mol): 17.5
Strongest force on any atom (Eh/bohr): 0.031
HOMO energy (eV): -9.47

Each line ends with the Mulliken charge.
Cartesian coordinates (Å):
F 2.11591 -1.04258 0.05184  -0.2450
C 0.96928 -0.44994 -0.03886  0.4664
C 0.63260 0.84368 -0.03721  -0.2641
N -0.72613 0.95953 -0.00150  -0.4369
C -1.16122 -0.23745 -0.01685  0.4853
Cl -2.82347 -0.60213 0.01747  -0.1341
O -0.21467 -1.21470 -0.06762  -0.2601
H 1.20770 1.74360 0.09272  0.3884

Forces on atoms 1 to 3 (eV/Å):
F 0.143 -0.764 -0.164
C -1.585 0.161 -0.030
C 0.844 0.563 0.540

***

[2]
Computed, not measured: a 2-piece molecular cluster, C3HClFO2 overall in a non-equilibrium geometry, with ωB97M-V with the def2-TZVPD basis set.

Values from the calculation:
Total charge: -1
Lowest unoccupied orbital energy (eV): 3.7
Energy relative to the best compared isomer or geometry (same formula, charge and spin) (kJ/mol): 181.3
Strongest force on any atom (Eh/bohr): 0.074
HOMO energy (eV): -3.35

Each line ends with the Mulliken charge.
Cartesian coordinates (Å):
C -0.83967 0.13405 0.65356  -0.3114
C -0.99309 0.64203 -0.51469  -0.2631
C 0.14726 0.35824 -2.93262  0.6547
O 0.82831 1.24880 -2.77397  -0.3373
O -0.41326 -0.56069 -3.28639  -0.3505
F -1.39860 0.53847 2.06247  -0.3947
Cl -2.34615 1.66819 -0.84774  -0.2738
H -0.02685 -0.55430 0.80453  0.2762

Forces on atoms 1 to 3 (eV/Å):
C 0.754 0.036 2.862
C -0.486 -0.216 -1.522
C -0.084 -0.069 0.632

***

[3]
Computed, not measured: one molecule with the formula C3HClN2O2 in a non-equilibrium geometry, with ωB97M-V with the def2-TZVPD basis set.

Values from the calculation:
Total charge: 0
Lowest unoccupied orbital energy (spin up / spin down) (eV): 0.4 / -4.6
Expectation value of S²: 2.017
Multiplicity: 3
Strongest force on any atom (Eh/bohr): 0.300
HOMO energy (spin up / spin down) (eV): -7.15 / -11.98

Each line ends with the Mulliken spin population.
Cartesian coordinates (Å):
C -3.00707 -0.53516 -1.03136  -0.0400
C 1.30280 -0.30146 -0.09165  -0.0199
C -1.64949 -0.97781 -1.30898  0.6171
N -4.14822 -0.40116 -0.93956  0.3084
N -0.82441 -0.72068 -0.44964  0.7400
O 0.40989 -1.15295 -0.61291  0.1846
O 2.44792 -0.59746 -0.25193  0.0843
Cl -1.56060 -1.87570 -2.80905  0.1289
H 1.06928 0.58014 0.52080  -0.0035

Forces on atoms 1 to 3 (eV/Å):
C 3.125 -1.718 -1.004
C 3.542 0.411 1.003
C -12.304 -2.123 -9.036

***

[4]
Computed, not measured: one molecule with the formula C3HClNP in a non-equilibrium geometry, with ωB97M-V with the def2-TZVPD basis set.

Values from the calculation:
Total charge: 0
Lowest unoccupied orbital energy (eV): -0.2
SMILES: N#CC#CPCl
Energy relative to the best compared isomer or geometry (same formula, charge and spin) (kJ/mol): 100.7
Strongest force on any atom (Eh/bohr): 0.098
HOMO energy (eV): -10.23

Each line ends with the Mulliken charge.
Cartesian coordinates (Å):
N -3.56530 0.20518 -0.40283  -0.4100
C -2.48988 -0.07640 -0.07261  -0.3639
C -1.16232 0.05017 0.20063  0.7275
C 0.06943 0.06981 0.39723  -0.1381
P 2.14310 0.07297 0.67774  0.1856
Cl 2.45885 -1.47335 -0.40105  -0.1084
H 2.54612 1.15163 -0.39911  0.1071

Forces on atoms 1 to 3 (eV/Å):
N 0.411 -0.870 0.337
C -1.456 1.480 -0.656
C 4.885 -0.651 0.957

***

Question: Number 1 is which compound?
Answer: C3HClFNO

***

Question: Among the records above, which one has the highest strongest force on any atom?
Answer: C3HClN2O2

***

Question: The highest strongest force on any atom belongs to which entry?
Answer: C3HClN2O2